Density functional theory data (ωB97M-V with the def2-TZVPD basis set) for a cluster of 3 separate species, C32H66FN5O3P2S in total.

The total energy is -79972.785 eV. Its expectation value of S² is 2.008. As for the spin multiplicity: 3.

Last column: Löwdin spin population.
Atoms and positions in Å:
C: 6.2527 -3.7258 -1.9503  0.000
H: 0.9667 1.6412 -1.3548  0.000
O: -3.9041 2.6911 3.0626  0.541
H: -3.1943 6.3331 4.6673  0.001
H: 3.5261 -2.0593 -1.0006  0.000
C: -2.6227 4.8649 2.3523  -0.001
H: -1.6163 -2.6641 -1.0084  0.000
C: 5.9659 -1.9054 -0.1624  0.000
H: 8.2986 -2.4946 -2.9575  0.000
C: 5.5282 -3.9958 -4.4114  0.000
H: -0.3805 -2.9238 4.1255  0.000
H: 2.8729 2.7944 -1.7373  0.000
N: 0.5595 -3.2023 -2.5464  0.000
N: -1.5833 -2.2371 1.6605  0.363
H: 3.9321 -1.2782 -5.5898  0.000
C: -4.2328 -2.5063 2.8799  0.001
C: -2.7865 -2.4319 0.7943  0.026
C: -4.6856 6.1452 2.5220  0.003
H: -4.0378 7.0188 2.4475  0.000
C: -3.3430 -1.0872 0.2858  0.002
C: 1.3710 -0.9161 -2.4293  0.000
H: -3.8953 -0.5234 1.0318  0.000
H: -6.7075 1.8904 2.8559  0.000
H: 5.0265 -0.3036 -7.3704  0.000
C: 3.3142 0.5146 -4.5238  0.000
H: -7.2706 4.3900 2.6603  0.001
C: 4.1003 -2.3300 -1.8897  0.000
H: -4.0430 -1.2724 -0.5292  0.000
S: 6.3522 1.9331 -2.3939  0.000
H: 2.3891 0.5544 -5.0892  0.000
H: -3.5608 -4.2053 1.7461  0.003
H: -5.4239 5.8986 5.5324  0.000
H: -2.0339 -4.2026 -0.2504  -0.001
H: -7.1950 1.9316 4.5535  0.000
H: -7.8895 4.0514 4.2744  0.000
H: -1.1729 0.3129 2.3704  0.002
H: -4.6179 2.9544 5.7285  0.003
C: 6.6932 -3.8788 -3.4074  0.000
H: 0.7286 -3.1978 -4.9747  0.000
C: -1.9798 -0.1444 2.9457  0.003
H: 6.0412 -1.6048 -2.2721  0.000
H: 7.2603 -1.9686 -4.3408  0.000
C: -7.0198 4.4073 3.7217  0.002
H: 7.1388 -3.8469 -1.3227  0.000
C: 1.0704 -2.2135 -3.1613  0.000
H: 5.0711 -1.5533 0.3467  0.000
C: -3.9126 4.9767 3.1618  0.026
C: 4.3360 -0.3068 -5.3178  0.000
C: -0.5462 -1.8757 3.8836  -0.001
H: -1.9250 4.1518 2.7869  0.000
H: -5.0087 5.8833 1.5136  0.001
C: -5.3368 3.7312 5.4485  0.015
C: 5.1638 0.9997 -1.9710  0.000
C: -2.3943 -3.1981 -0.4629  -0.001
O: 3.7820 -1.5312 -3.0354  0.000
H: -4.7304 -1.5478 2.7105  0.000
H: -5.5572 6.4634 3.0874  0.000
C: 1.3173 -2.3476 -4.6342  0.000
H: 6.3679 -2.7536 0.3905  0.000
H: 8.4243 -3.2730 -4.5238  0.000
H: -3.2571 -3.2989 -1.1209  0.000
H: 5.7761 -4.7487 -5.1611  0.000
H: -3.2391 -1.7093 4.6201  0.001
H: 7.2293 -4.8303 -3.4654  0.000
C: -5.8171 3.4913 4.0184  0.027
H: 0.4262 -2.9758 -1.5604  0.000
H: -0.6639 -1.3358 4.8231  0.000
O: -0.9105 -3.3426 1.7355  0.542
C: 5.6212 -2.3662 -1.6110  0.000
H: 6.6937 -1.0977 -0.1923  0.000
H: 2.3615 -2.5957 -4.8142  0.000
H: 1.6104 3.4881 -3.8093  0.000
H: -2.8256 4.5619 1.3243  0.000
N: -4.7025 3.7103 3.0458  0.365
N: 1.2231 2.5664 -3.6335  0.000
H: 4.6225 -4.3345 -3.9101  0.000
C: -6.3553 2.0710 3.8730  -0.001
H: 1.0008 -1.4748 -5.2052  0.000
P: 2.9841 -0.0773 -2.8044  0.000
H: 5.2838 -0.4166 -4.7935  0.000
H: 0.5718 -0.2086 -2.6743  0.000
N: 4.1713 0.4379 -1.5679  0.000
H: 5.3399 -3.0649 -4.9440  0.000
C: -3.8831 -3.1770 1.5526  0.015
H: -2.5425 -0.4546 -0.1012  0.001
H: -6.1826 3.6304 6.1323  0.001
C: -2.9864 -2.3144 3.7468  0.015
C: -1.7941 -1.6693 3.0285  0.026
H: 5.5439 -4.5184 -1.6929  0.000
H: -4.7724 -3.2456 0.9222  0.001
H: 1.3081 -1.0657 -1.3489  0.000
C: 4.6734 0.4196 -6.6330  0.000
F: 3.5925 1.1119 -7.1460  0.000
C: -4.6831 5.1003 5.6242  0.001
H: 3.7911 -3.3466 -2.1445  0.000
H: -4.9517 -3.1271 3.4187  0.001
H: -1.9596 0.2915 3.9448  0.000
H: 0.3447 -1.4958 3.3814  0.000
C: -3.5503 5.3020 4.6163  0.015
H: -4.2803 5.1798 6.6357  0.001
H: -2.1287 5.8362 2.3301  0.000
H: -2.7090 4.6715 4.9212  0.002
H: -2.9238 0.1670 2.5095  0.000
H: 5.5017 1.1105 -6.4513  0.000
H: 3.7210 1.5231 -4.4341  0.000
C: 7.7227 -2.8105 -3.8278  0.000
H: -6.8755 5.4399 4.0257  0.000
P: 1.9282 1.9422 -2.3570  0.000
H: -2.6833 -3.2944 4.1293  0.002
H: -5.6081 1.3176 4.1159  -0.001

Cartesian forces, eV/Å:
-0.01 0.51 -0.13
0.36 0.00 0.32
-0.26 -0.07 -0.59
0.03 0.00 -0.12
0.01 0.30 -0.05
0.16 -0.39 -0.01
-0.03 0.01 -0.03
-0.32 -0.49 -0.58
0.02 0.27 -0.08
0.36 -0.23 0.07
0.02 -0.01 -0.12
-0.09 -0.13 0.26
0.01 0.15 -0.12
-0.46 -1.84 0.91
0.04 -0.15 0.35
0.08 0.07 -0.01
-0.65 0.88 -1.03
-0.24 0.04 0.11
0.10 -0.07 0.00
0.02 0.14 0.12
-0.08 0.15 -0.54
0.06 0.01 0.02
0.03 0.02 -0.01
-0.17 0.04 -0.15
0.82 -0.74 0.21
0.03 0.01 -0.01
0.38 -0.96 -0.41
0.06 -0.11 -0.03
0.20 -0.28 -0.12
-0.18 0.34 0.22
0.13 0.04 -0.03
-0.03 -0.03 -0.04
0.08 0.07 0.09
-0.03 0.11 0.01
0.04 -0.11 0.01
0.00 -0.04 -0.03
0.01 -0.03 -0.13
0.06 -0.15 -0.27
-0.02 0.01 -0.03
-0.23 0.10 -0.17
0.05 -0.12 -0.14
0.03 0.19 0.21
0.04 0.17 -0.08
0.00 -0.11 0.00
-0.01 -0.26 0.59
0.07 0.11 0.14
-0.15 1.31 -0.75
-0.33 0.43 -0.92
0.21 -0.37 -0.11
-0.09 -0.07 -0.03
-0.01 -0.04 0.01
0.40 0.14 0.17
-0.53 0.48 0.70
0.29 -0.39 0.08
0.01 0.44 0.76
0.04 0.01 -0.04
0.00 -0.05 0.00
-0.35 -0.37 -0.03
0.07 0.14 0.22
0.04 0.18 -0.11
-0.07 0.13 0.05
-0.05 0.05 -0.10
0.11 0.06 0.00
-0.06 -0.07 0.20
-1.43 0.28 -0.09
0.10 -0.19 0.07
-0.09 0.07 -0.04
0.38 0.43 -0.36
-0.18 0.68 0.41
0.11 -0.03 0.18
0.08 0.28 -0.06
-0.18 -0.02 -0.29
-0.03 -0.01 0.02
1.30 -0.68 1.51
0.24 -0.01 0.46
-0.12 0.06 -0.11
0.32 -0.32 -0.06
0.23 0.15 0.05
-0.35 -0.03 -0.65
-0.08 -0.26 0.16
0.05 0.06 -0.09
0.35 -0.35 -0.67
-0.17 0.10 0.17
-0.01 -0.15 0.47
0.01 0.00 0.03
-0.07 -0.03 -0.08
-0.30 -0.44 -0.19
0.12 1.45 0.53
0.11 -0.10 0.09
0.05 0.06 -0.09
0.07 0.00 0.05
0.69 -0.29 0.62
-0.04 -0.06 -0.13
-0.01 0.00 -0.11
-0.23 0.06 0.00
0.00 0.03 0.02
0.05 -0.10 0.05
-0.02 0.00 -0.02
-0.07 -0.32 0.43
0.00 0.04 -0.01
-0.09 0.06 0.04
-0.03 -0.08 -0.10
0.03 0.01 -0.01
-0.25 0.33 -0.12
-0.36 0.19 0.06
-0.08 -0.69 -0.01
0.04 -0.01 -0.04
-0.30 0.36 -0.64
0.09 0.00 -0.09
0.06 0.07 -0.06